Record 1
C52H50IN4O6P2W | the ωB97M-V functional and the def2-TZVPD basis

Geometry as XYZ:
```
116
Properties=species:S:1:pos:R:3:mulliken_charge:R:1
W -0.021 -0.074 0.274 1.13
N -0.654 -2.165 -0.855 -0.60
C -1.512 -1.906 -2.011 -1.01
C -1.221 -0.488 -2.516 0.71
O -1.506 -0.125 -3.624 -0.64
O -0.651 0.251 -1.593 0.17
H 0.220 -2.586 -1.150 0.33
H -1.099 -2.808 -0.211 0.23
H -2.554 -1.908 -1.696 0.21
H -1.401 -2.633 -2.814 0.42
C 0.666 3.625 0.200 -2.00
N -0.713 3.933 -0.111 1.40
C -1.655 3.364 0.820 -3.17
P -1.982 1.547 0.583 1.48
C -3.175 1.466 -0.781 0.00
C -3.351 2.474 -1.720 -0.94
C -4.223 2.280 -2.782 -0.44
C -4.919 1.089 -2.909 -0.85
C -4.765 0.089 -1.957 -0.31
C -3.891 0.273 -0.900 -0.25
C -3.035 1.428 2.072 1.56
C -4.414 1.607 2.029 -0.91
C -5.138 1.692 3.212 -0.80
C -4.490 1.629 4.436 -0.69
C -3.113 1.458 4.482 -0.82
C -2.390 1.346 3.307 -0.31
C -0.957 5.277 -0.535 0.30
C -1.770 6.148 0.187 -0.34
C -2.006 7.434 -0.279 -0.84
C -1.421 7.877 -1.453 -0.56
C -0.586 7.022 -2.159 -1.00
C -0.358 5.733 -1.709 0.12
P 1.359 2.017 -0.464 2.76
C 3.079 2.370 0.076 1.05
C 3.707 1.610 1.058 -0.49
C 4.977 1.937 1.510 -0.83
C 5.641 3.029 0.976 -0.84
C 5.033 3.784 -0.018 -1.00
C 3.760 3.465 -0.460 -0.54
C 1.426 2.285 -2.268 1.21
C 2.590 2.040 -2.997 -0.90
C 2.583 2.146 -4.379 -0.89
C 1.413 2.482 -5.045 -1.07
C 0.249 2.713 -4.328 -0.85
C 0.252 2.604 -2.948 -0.85
H 0.823 3.572 1.288 0.32
H 1.305 4.415 -0.189 1.19
H -2.627 3.844 0.715 1.22
H -1.329 3.467 1.866 0.59
H -2.814 3.411 -1.629 0.22
H -4.360 3.066 -3.512 0.48
H -5.582 0.936 -3.749 0.39
H -5.329 -0.831 -2.047 0.50
H -3.761 -0.492 -0.140 -0.01
H -4.930 1.680 1.081 0.35
H -6.211 1.822 3.175 0.45
H -5.061 1.708 5.352 0.41
H -2.603 1.409 5.436 0.52
H -1.320 1.188 3.335 0.25
H -2.211 5.843 1.126 0.47
H -2.640 8.096 0.297 0.41
H -1.609 8.880 -1.812 0.41
H -0.109 7.361 -3.070 0.44
H 0.282 5.071 -2.278 0.39
H 3.212 0.750 1.481 -0.15
H 5.449 1.333 2.274 0.53
H 6.631 3.290 1.325 0.43
H 5.556 4.629 -0.447 0.46
H 3.307 4.059 -1.244 0.48
H 3.503 1.774 -2.478 0.49
H 3.494 1.966 -4.935 0.52
H 1.414 2.558 -6.124 0.42
H -0.671 2.959 -4.842 0.55
H -0.662 2.753 -2.394 0.40
O 1.283 -1.415 0.794 -0.62
C 1.870 -1.699 1.870 0.12
C 1.921 -0.842 2.993 0.24
C 2.657 -1.243 4.119 -0.63
C 2.818 -0.394 5.183 -0.96
C 2.248 0.885 5.173 -0.57
C 1.508 1.292 4.091 0.02
C 1.316 0.455 2.984 -0.29
O 0.627 0.902 1.968 0.34
N 3.610 -0.826 6.325 1.05
O 4.105 -1.936 6.284 -0.62
O 3.729 -0.047 7.250 -0.62
H 2.366 -2.667 1.909 0.50
H 3.119 -2.221 4.141 0.65
H 2.413 1.537 6.019 0.56
H 1.067 2.280 4.069 0.59
I 6.205 -0.678 -1.473 0.10
C 4.299 -1.180 -2.187 -1.07
C 4.130 -1.838 -3.394 -0.32
C 2.830 -2.014 -3.841 -1.17
C 1.780 -1.548 -3.070 0.27
N 1.935 -0.965 -1.876 0.71
C 3.188 -0.794 -1.458 0.07
H 4.973 -2.196 -3.968 0.48
H 2.631 -2.500 -4.786 0.50
H 0.767 -1.629 -3.445 0.10
H 3.319 -0.327 -0.494 0.32
C -3.862 -1.954 3.884 -1.64
C -3.089 -2.720 2.807 1.72
C -4.062 -3.203 1.718 -1.51
C -2.366 -3.926 3.423 -1.70
C -2.098 -1.838 2.171 -0.51
C -1.286 -1.151 1.582 0.31
H -4.566 -2.621 4.385 0.51
H -4.419 -1.129 3.439 0.20
H -3.182 -1.542 4.630 0.32
H -4.829 -3.845 2.154 0.44
H -3.531 -3.774 0.953 0.33
H -4.551 -2.352 1.240 0.25
H -3.092 -4.627 3.837 0.44
H -1.700 -3.607 4.226 0.33
H -1.774 -4.450 2.671 0.31
```

Output
**Orbital gap (alpha / beta)**: 0.2267 / 0.2257 Eh
**LUMO (alpha / beta)**: -3.892 / -3.577 eV
**Charge**: +1
**Energy relative to the best compared isomer or geometry (same formula, charge and spin)**: 9.6 kcal per mole



Record 2
C52H51AgF4N6O2S | the ωB97M-V functional and the def2-TZVPD basis

Geometry as XYZ:
```
117
Properties=species:S:1:pos:R:3:mulliken_charge:R:1
Ag 0.835 -1.841 -2.568 0.33
C 2.238 0.437 4.320 -1.35
C 3.512 -0.150 3.693 2.06
C 4.674 0.797 4.001 -2.31
C 3.815 -1.508 4.343 -1.70
C 3.290 -0.333 2.191 0.06
C 2.302 -1.144 1.741 -1.36
C 2.030 -1.323 0.349 -0.09
N 0.997 -1.971 -0.166 -0.06
C -0.124 -2.445 0.365 -0.61
C -0.587 -2.198 1.693 0.02
C -1.784 -2.640 2.148 0.50
C -2.604 -3.379 1.236 -0.60
C -2.302 -3.610 -0.074 0.38
C -0.997 -3.173 -0.577 1.63
O -0.618 -3.457 -1.732 -1.17
C -3.297 -4.408 -0.939 1.82
C -4.744 -3.980 -0.637 -1.58
C -3.123 -4.244 -2.456 -1.95
C -3.138 -5.897 -0.594 -1.77
C -2.239 -2.288 3.568 2.12
C -2.367 -0.761 3.706 -1.44
C -3.590 -2.913 3.921 -2.38
C -1.200 -2.790 4.581 -1.60
C 2.989 -0.789 -0.639 1.50
O 2.948 -1.111 -1.841 -1.21
C 4.008 0.137 -0.136 0.56
C 4.101 0.325 1.210 -0.60
C 5.060 0.818 -1.036 2.00
C 6.405 0.102 -0.831 -1.83
C 4.753 0.818 -2.540 -2.06
C 5.218 2.292 -0.624 -1.64
H 2.372 0.582 5.395 0.50
H 1.383 -0.227 4.174 0.10
H 1.993 1.402 3.869 0.25
H 4.787 0.892 5.082 0.46
H 4.499 1.797 3.597 0.36
H 5.619 0.424 3.600 0.41
H 3.990 -1.385 5.415 0.45
H 4.703 -1.961 3.899 0.35
H 2.986 -2.206 4.218 0.29
H 1.738 -1.725 2.456 1.13
H -0.002 -1.558 2.336 -0.58
H -3.545 -3.757 1.612 0.45
H -4.891 -2.928 -0.887 0.22
H -5.035 -4.134 0.403 0.39
H -5.429 -4.569 -1.251 0.49
H -3.142 -3.192 -2.749 0.33
H -3.958 -4.749 -2.949 0.50
H -2.193 -4.670 -2.816 0.36
H -3.352 -6.082 0.461 0.29
H -2.119 -6.231 -0.797 0.37
H -3.822 -6.502 -1.195 0.47
H -3.110 -0.367 3.009 0.21
H -1.418 -0.261 3.501 0.14
H -2.679 -0.493 4.719 0.54
H -4.390 -2.547 3.272 0.38
H -3.854 -2.654 4.947 0.46
H -3.562 -4.003 3.849 0.37
H -0.227 -2.322 4.422 0.13
H -1.068 -3.870 4.498 0.38
H -1.519 -2.558 5.601 0.49
H 4.885 0.976 1.572 0.31
H 6.336 -0.942 -1.145 0.37
H 6.709 0.122 0.217 0.28
H 7.186 0.586 -1.423 0.46
H 4.725 -0.183 -2.958 0.40
H 5.535 1.391 -3.044 0.50
H 3.793 1.293 -2.753 0.22
H 5.660 2.408 0.367 0.36
H 4.252 2.799 -0.624 0.20
H 5.868 2.809 -1.332 0.53
F -2.690 2.754 -5.029 -0.39
C -1.481 2.855 -4.501 0.02
C -1.171 3.946 -3.784 -0.11
F -2.086 4.892 -3.628 -0.43
C 0.129 4.147 -3.168 0.43
C 1.083 3.089 -3.444 0.72
C 0.765 1.985 -4.134 1.20
F 1.688 1.059 -4.340 -0.42
C -0.568 1.738 -4.656 -0.41
C -0.953 0.515 -5.127 1.45
C -0.118 -0.642 -5.014 0.19
N 0.501 -1.589 -4.788 -0.72
C -2.252 0.217 -5.660 -0.32
N -3.282 -0.089 -6.066 -0.50
F 2.310 3.225 -2.969 -0.44
C 0.430 5.239 -2.410 1.69
C -0.521 6.254 -2.056 -0.33
N -1.230 7.086 -1.700 -0.53
C 1.736 5.518 -1.881 -0.29
N 2.745 5.838 -1.434 -0.55
N -0.624 0.076 -1.800 0.91
S -1.326 0.478 -0.442 1.45
C -3.009 0.999 -0.781 -0.14
C -4.029 0.171 -0.346 -0.57
C -5.343 0.481 -0.679 -0.81
C -5.622 1.601 -1.444 -0.85
C -4.590 2.426 -1.885 -0.85
C -3.282 2.124 -1.553 0.09
C -0.627 2.050 0.106 0.42
C -1.354 3.023 0.781 -0.57
C -0.707 4.166 1.233 -0.93
C 0.656 4.324 1.028 -1.17
C 1.380 3.335 0.375 -1.08
C 0.743 2.193 -0.088 0.19
H -0.809 0.798 -2.493 -1.01
H -3.793 -0.720 0.222 0.58
H -6.147 -0.164 -0.346 0.49
H -6.646 1.836 -1.704 0.38
H -4.813 3.302 -2.481 0.51
H -2.471 2.772 -1.864 0.55
H -2.417 2.901 0.944 0.58
H -1.272 4.934 1.746 0.47
H 1.157 5.217 1.379 0.47
H 2.444 3.453 0.226 0.43
H 1.299 1.406 -0.587 0.26
```

Output
**Orbital gap**: 0.1143 Eh
**LUMO**: -3.641 eV
**Charge**: 0
**Energy relative to the best compared isomer or geometry (same formula, charge and spin)**: 6.1 kcal per mole